[1]
# C32H39CoN6O4PSSe

A molecular structure, C32H39CoN6O4PSSe (ωB97M-V/def2-TZVPD, OMol25).

```
85
C32H39CoN6O4PSSe | OMol25 | ωB97M-V/def2-TZVPD
Co -0.052 -0.248 0.629
Se -2.883 -5.323 5.496
N -3.553 -4.512 4.060
C -2.609 -3.753 3.579
C -2.782 -2.892 2.405
C -3.958 -2.793 1.713
C -4.045 -1.938 0.595
C -2.932 -1.221 0.236
N -1.765 -1.282 0.902
C -1.661 -2.115 1.996
C -0.423 -2.155 2.670
N 0.610 -1.370 2.177
C 1.813 -1.456 2.773
C 2.077 -2.239 3.862
C 1.024 -3.014 4.402
C -0.208 -2.980 3.810
C -1.345 -3.776 4.288
N -1.290 -4.543 5.340
H -4.808 -3.382 2.034
H -4.956 -1.844 0.023
H -2.950 -0.576 -0.636
H 2.603 -0.847 2.343
H 3.071 -2.263 4.283
H 1.171 -3.642 5.271
C -1.307 1.531 2.611
N -0.613 1.679 1.322
C -1.564 2.209 0.321
C 0.517 2.646 1.391
C 1.690 2.187 2.241
C 1.616 2.281 3.632
C 2.646 1.858 4.455
C 3.813 1.354 3.907
C 3.948 1.306 2.534
C 2.901 1.714 1.718
H -1.680 2.499 2.965
H -0.640 1.100 3.355
H -2.148 0.854 2.480
H -1.883 3.222 0.590
H -2.443 1.568 0.293
H -1.099 2.220 -0.664
H 0.135 3.592 1.794
H 0.832 2.830 0.365
H 0.727 2.710 4.077
H 2.541 1.938 5.529
H 4.628 1.035 4.541
H 4.876 0.975 2.082
S 4.003 1.058 -1.955
C 3.783 2.724 -1.652
C 3.337 2.927 -0.399
N 3.185 1.744 0.298
C 3.506 0.678 -0.413
H 4.006 3.466 -2.399
H 3.138 3.864 0.095
H 3.430 -0.327 -0.029
C -1.535 3.333 -3.531
C -0.440 2.343 -3.885
C 0.827 3.056 -4.326
C -0.922 1.386 -4.966
O -0.145 1.659 -2.628
P 0.467 0.193 -2.483
O 1.585 -0.090 -3.404
O 0.823 0.131 -0.986
O -0.817 -0.721 -2.668
C -0.795 -2.144 -3.037
C 0.178 -2.901 -2.145
C -0.423 -2.290 -4.506
C -2.216 -2.619 -2.799
H -1.817 3.911 -4.411
H -1.194 4.023 -2.757
H -2.417 2.803 -3.166
H 0.667 3.552 -5.285
H 1.634 2.331 -4.440
H 1.114 3.810 -3.589
H -1.227 1.961 -5.840
H -1.775 0.807 -4.613
H -0.131 0.695 -5.261
H 1.210 -2.645 -2.390
H 0.042 -3.974 -2.280
H -0.005 -2.660 -1.095
H 0.549 -1.843 -4.703
H -1.171 -1.810 -5.139
H -0.382 -3.349 -4.763
H -2.438 -2.686 -1.731
H -2.351 -3.606 -3.242
H -2.924 -1.932 -3.264
```

Calculated values
- multiplicity = 5
- total charge = +1
- ΔE to the lowest compared entry with this formula, charge and spin (eV) = 0.000
- expectation value of S² = 6.026

Löwdin charges, unit e, in atom order: Co 0.77; Se 1.12; N -0.23; C -0.34; C -0.10; C 0.00; C -0.06; C -0.16; N 0.01; C -0.16; C -0.16; N 0.01; C -0.15; C -0.06; C 0.00; C -0.10; C -0.33; N -0.23; H 0.12; H 0.11; H 0.11; H 0.08; H 0.10; H 0.12; C -0.06; N -0.30; C -0.06; C -0.12; C -0.12; C -0.02; C -0.03; C -0.05; C -0.02; C -0.17; H 0.11; H 0.08; H 0.09; H 0.11; H 0.09; H 0.07; H 0.14; H 0.11; H 0.12; H 0.12; H 0.12; H 0.13; S 1.20; C -0.30; C -0.10; N -0.08; C -0.34; H 0.09; H 0.15; H 0.13; C -0.03; C -0.61; C -0.03; C -0.03; O -0.19; P 0.27; O -0.29; O -0.36; O -0.17; C -0.60; C -0.02; C -0.03; C -0.02; H 0.10; H 0.08; H 0.09; H 0.10; H 0.08; H 0.08; H 0.10; H 0.09; H 0.08; H 0.09; H 0.10; H 0.07; H 0.07; H 0.09; H 0.10; H 0.06; H 0.10; H 0.10

***

[2]
# C32H39N7SSeTc

A molecular structure, C32H39N7SSeTc (ωB97M-V/def2-TZVPD, OMol25).

```
81
C32H39N7SSeTc | OMol25 | ωB97M-V/def2-TZVPD
Tc 0.649 -1.802 -1.319
N 3.148 -3.726 -0.364
C 3.277 -3.271 -1.641
C 4.391 -3.696 -2.387
C 4.557 -3.244 -3.665
C 3.620 -2.345 -4.220
C 2.568 -1.970 -3.456
N 2.370 -2.428 -2.170
C 2.193 -3.544 0.609
C 2.366 -4.265 1.803
C 1.457 -4.136 2.814
C 0.369 -3.266 2.646
C 0.259 -2.587 1.473
N 1.151 -2.714 0.438
H 3.877 -4.371 -0.091
H 5.104 -4.378 -1.942
H 5.410 -3.568 -4.248
H 3.740 -1.956 -5.221
H 1.829 -1.259 -3.813
H 3.216 -4.928 1.902
H 1.576 -4.702 3.730
H -0.378 -3.142 3.417
H -0.565 -1.911 1.280
C -2.105 3.039 -1.979
C -1.939 3.524 -0.540
C -2.677 2.664 0.481
C -2.097 1.266 0.689
N -0.756 1.330 1.337
C 0.430 1.103 0.798
Se 0.809 0.535 -0.988
N 1.421 1.451 1.696
C 2.870 1.525 1.370
C 3.192 2.802 0.592
C 3.167 4.069 1.445
C 4.308 4.144 2.459
C 0.834 1.906 2.824
C 1.400 2.387 4.044
C 0.527 2.774 5.022
C -0.868 2.687 4.824
C -1.440 2.205 3.615
C -0.562 1.831 2.634
H -1.787 3.804 -2.685
H -3.154 2.822 -2.193
H -1.528 2.137 -2.196
H -2.334 4.537 -0.465
H -0.878 3.613 -0.269
H -3.713 2.525 0.162
H -2.733 3.175 1.445
H -1.970 0.725 -0.248
H -2.718 0.664 1.352
H 3.110 0.618 0.817
H 3.400 1.488 2.320
H 2.507 2.890 -0.256
H 4.189 2.666 0.166
H 2.194 4.164 1.947
H 3.219 4.928 0.776
H 4.170 3.483 3.318
H 4.413 5.154 2.849
H 5.260 3.878 1.996
H 2.471 2.449 4.180
H 0.898 3.154 5.965
H -1.534 2.999 5.620
H -2.515 2.156 3.508
N -1.058 -2.533 -4.184
C -1.895 -2.372 -3.151
S -1.300 -2.844 -1.532
N -3.117 -1.971 -3.352
C -4.241 -1.666 -2.493
C -5.475 -1.728 -3.124
C -6.626 -1.469 -2.397
C -6.537 -1.150 -1.051
C -5.294 -1.074 -0.439
C -4.131 -1.323 -1.154
H -0.251 -3.124 -4.076
H -1.368 -2.368 -5.134
H -3.392 -1.910 -4.329
H -5.551 -1.991 -4.174
H -7.589 -1.525 -2.886
H -7.435 -0.958 -0.480
H -5.228 -0.821 0.611
H -3.177 -1.237 -0.657
```

Calculated values
- calculated total energy (eV) = -122590.35518
- multiplicity = 2
- total charge = +4
- expectation value of S² = 0.767

Löwdin charges, unit e, in atom order: Tc 0.71; N 0.16; C -0.24; C 0.04; C 0.03; C -0.01; C -0.12; N -0.08; C -0.24; C 0.04; C 0.02; C -0.01; C -0.14; N -0.07; H 0.17; H 0.14; H 0.15; H 0.14; H 0.11; H 0.14; H 0.14; H 0.13; H 0.09; C -0.10; C -0.23; C -0.17; C -0.13; N 0.00; C -0.54; Se 0.82; N 0.01; C -0.12; C -0.18; C -0.24; C -0.08; C -0.14; C 0.03; C -0.02; C 0.00; C 0.02; C -0.14; H 0.09; H 0.08; H 0.02; H 0.13; H 0.11; H 0.12; H 0.11; H 0.07; H 0.13; H 0.10; H 0.13; H 0.09; H 0.13; H 0.10; H 0.12; H 0.05; H 0.09; H 0.09; H 0.11; H 0.13; H 0.13; H 0.12; N 0.18; C -0.64; S 0.71; N 0.15; C -0.12; C 0.07; C 0.06; C 0.09; C 0.04; C 0.01; H 0.12; H 0.15; H 0.18; H 0.15; H 0.15; H 0.16; H 0.14; H 0.06

***

[3]
# C32H40AsNO5PSSiTi

A molecular structure, C32H40AsNO5PSSiTi (ωB97M-V/def2-TZVPD, OMol25).

```
83
C32H40AsNO5PSSiTi | OMol25 | ωB97M-V/def2-TZVPD
Ti 0.015 -0.154 0.346
O -1.460 1.850 2.248
C -1.117 2.186 1.108
O -0.026 1.827 0.552
C -1.973 3.066 0.250
C -2.714 4.121 0.770
C -3.356 4.997 -0.084
C -3.270 4.814 -1.458
C -2.587 3.728 -1.975
C -1.936 2.839 -1.127
P -1.091 1.334 -1.780
C 0.156 2.253 -2.776
C 1.330 2.609 -2.110
C 2.319 3.321 -2.767
C 2.151 3.688 -4.094
C 0.982 3.346 -4.754
C -0.014 2.637 -4.100
C -2.385 0.825 -2.979
C -2.049 0.142 -4.143
C -3.036 -0.337 -4.985
C -4.373 -0.152 -4.671
C -4.719 0.466 -3.480
C -3.732 0.934 -2.633
H -2.763 4.249 1.841
H -3.905 5.843 0.304
H -3.746 5.518 -2.127
H -2.553 3.579 -3.046
H 1.454 2.352 -1.063
H 3.225 3.586 -2.237
H 2.926 4.240 -4.611
H 0.848 3.624 -5.791
H -0.922 2.382 -4.627
H -1.006 -0.008 -4.381
H -2.769 -0.864 -5.890
H -5.143 -0.495 -5.347
H -5.758 0.570 -3.203
H -4.016 1.392 -1.696
N -1.379 -0.892 1.843
C -2.655 -1.449 1.481
C -3.253 -1.050 0.289
C -4.511 -1.526 -0.044
C -5.173 -2.378 0.816
C -4.576 -2.802 1.982
C -3.311 -2.347 2.317
S -6.888 -2.881 0.478
O -7.330 -1.964 -0.567
O -7.551 -2.697 1.764
O -6.782 -4.273 0.057
H -1.522 0.056 2.244
H -0.952 -1.469 2.577
H -2.711 -0.362 -0.363
H -5.010 -1.242 -0.958
H -5.127 -3.467 2.628
H -2.837 -2.673 3.235
C 1.560 0.536 3.556
Si 2.049 -0.311 1.872
C 3.616 0.718 1.339
C 2.819 -2.000 2.454
H 2.422 0.799 4.168
H 0.925 -0.117 4.153
H 1.001 1.452 3.373
H 4.276 0.947 2.174
H 3.313 1.662 0.886
H 4.198 0.171 0.598
H 3.525 -1.867 3.268
H 3.344 -2.486 1.639
H 2.042 -2.682 2.792
C 4.358 0.435 -2.528
As 2.606 -0.275 -1.839
C 3.371 -2.056 -1.487
C 1.946 -0.650 -3.656
H 4.755 -0.192 -3.327
H 5.081 0.466 -1.713
H 4.229 1.446 -2.909
H 3.660 -2.551 -2.415
H 2.646 -2.674 -0.967
H 4.253 -1.967 -0.852
H 1.931 0.262 -4.257
H 0.932 -1.037 -3.583
H 2.580 -1.386 -4.154
C 0.021 -1.706 -0.742
H 0.454 -2.692 -0.515
H -0.507 -1.756 -1.705
```

Calculated values
- total charge = -1
- ΔE to the lowest compared entry with this formula, charge and spin (eV) = 1.834

Löwdin charges, unit e, in atom order: Ti 0.62; O 0.04; C -0.61; O -0.24; C -0.12; C -0.01; C -0.07; C -0.07; C -0.08; C -0.27; P 1.13; C -0.34; C -0.15; C -0.10; C -0.09; C -0.08; C -0.10; C -0.36; C -0.11; C -0.08; C -0.08; C -0.06; C -0.10; H 0.12; H 0.10; H 0.10; H 0.11; H 0.07; H 0.11; H 0.10; H 0.10; H 0.10; H 0.09; H 0.10; H 0.10; H 0.11; H 0.11; N 0.01; C -0.29; C -0.03; C -0.04; C -0.25; C -0.05; C -0.02; S 0.41; O -0.38; O -0.37; O -0.37; H 0.07; H 0.11; H 0.06; H 0.10; H 0.12; H 0.11; C -0.24; Si 0.52; C -0.25; C -0.24; H 0.01; H 0.01; H 0.00; H 0.02; H 0.01; H -0.02; H 0.02; H -0.01; H 0.01; C -0.30; As 1.08; C -0.31; C -0.30; H 0.02; H 0.01; H -0.01; H 0.02; H -0.01; H 0.02; H 0.02; H -0.01; H 0.02; C -0.29; H -0.03; H -0.04

***

> Which of these has the lowest total charge?

C32H40AsNO5PSSiTi

***

> The highest total charge belongs to which entry?

C32H39N7SSeTc

***

> Which of these has the highest total charge?

C32H39N7SSeTc